Entry P
DFT (ωB97M-V with the def2-TZVPD basis set) results for a 8-piece molecular cluster, C16H48O8 overall.

Structure (XYZ):
```
72
Properties=species:S:1:pos:R:3:mulliken_charge:R:1
C 12.3510 20.5974 -4.4959 -0.79
C 11.9900 19.1283 -4.7715 -0.36
O 11.0861 19.1663 -5.8428 -0.51
H 11.5212 21.2650 -4.2636 0.09
H 12.9470 20.9762 -5.3262 0.25
H 13.0662 20.7437 -3.6865 0.46
H 11.6988 18.5978 -3.8649 0.31
H 12.9076 18.6203 -5.0682 0.27
H 10.8574 18.2858 -6.1494 0.29
C 16.6618 23.8053 -4.2534 -0.80
C 16.8456 23.4030 -5.7172 -0.29
O 16.0714 24.2752 -6.4544 -0.51
H 15.6648 23.4603 -3.9796 0.11
H 16.6632 24.8881 -4.1283 0.13
H 17.4406 23.3506 -3.6412 0.46
H 16.4655 22.4104 -5.9585 0.28
H 17.9204 23.4542 -5.8911 0.31
H 16.5482 25.1026 -6.5532 0.30
C 11.8281 24.6006 -4.9495 -0.97
C 12.9227 25.0480 -6.0136 0.00
O 14.0902 25.4959 -5.4805 -0.30
H 12.0531 23.7240 -4.3421 0.21
H 10.8863 24.3115 -5.4158 0.49
H 11.6447 25.3590 -4.1883 0.24
H 12.6021 25.7753 -6.7595 -0.18
H 13.1790 24.1541 -6.5823 0.37
H 14.7883 24.8422 -5.5635 0.12
C 13.9627 26.2050 -2.4003 -0.03
C 15.1190 27.2040 -2.4322 -0.52
O 16.0681 26.9969 -1.3177 -0.58
H 13.4423 26.5725 -3.2847 -0.16
H 13.2954 26.2764 -1.5414 0.36
H 14.2768 25.1689 -2.5268 0.05
H 14.7220 28.2131 -2.3213 0.40
H 15.6475 27.2033 -3.3855 0.17
H 15.6404 27.2636 -0.5007 0.31
C 10.9010 24.3564 0.8504 -1.15
C 10.7742 23.7896 -0.5615 -0.14
O 10.7489 24.7262 -1.6060 -0.43
H 11.1820 23.6213 1.6047 0.36
H 9.9481 24.7862 1.1590 0.27
H 11.6994 25.0981 0.8721 0.28
H 9.8324 23.2417 -0.5340 0.30
H 11.4887 23.0009 -0.7975 0.29
H 10.3548 24.3288 -2.3859 0.15
C 7.0190 24.1504 -4.9834 -1.10
C 7.8268 24.1513 -3.6394 -0.29
O 8.9271 23.2877 -3.8073 -0.34
H 6.5742 23.2042 -5.2913 0.36
H 7.6124 24.6136 -5.7718 0.25
H 6.1078 24.7383 -4.8734 0.37
H 7.2551 23.9310 -2.7379 0.35
H 8.2324 25.1614 -3.5829 0.25
H 8.5350 22.4230 -3.9492 0.23
C 15.7137 29.7006 -7.0674 -1.36
C 14.8720 28.4979 -7.2034 0.38
O 14.6119 28.2755 -5.8224 -0.49
H 16.0538 30.1626 -7.9942 0.43
H 16.6282 29.4443 -6.5325 0.27
H 15.2026 30.5945 -6.7100 0.30
H 15.3909 27.6279 -7.6056 0.19
H 13.9600 28.5858 -7.7939 -0.02
H 14.5386 27.3400 -5.6199 0.28
C 10.9532 27.9276 -7.5033 -0.67
C 9.6494 28.4749 -8.2696 -0.52
O 9.8172 29.8314 -8.4971 -0.53
H 11.1671 26.8773 -7.7010 0.26
H 10.8670 28.0539 -6.4240 0.34
H 11.7999 28.4675 -7.9273 0.21
H 8.7321 28.4835 -7.6808 0.30
H 9.6087 27.8910 -9.1891 0.30
H 9.7038 30.2531 -7.6421 0.32
```

Its SMILES is CCO.CCO.CCO.CCO.CCO.CCO.CCO.CCO. The calculation puts the highest occupied orbital energy at -9.65 eV. For the LUMO energy, the calculation gives 0.51 eV.



Entry Q
DFT (ωB97M-V with the def2-TZVPD basis set) results for a 8-piece molecular cluster, C16H48O8 overall.

Structure (XYZ):
```
72
Properties=species:S:1:pos:R:3:mulliken_charge:R:1
C 0.2772 0.3211 1.2076 -0.88
C 1.1074 -0.3779 0.1662 -0.27
O 0.3283 -0.5350 -1.0249 -0.43
H -0.4564 -0.2970 1.7228 0.21
H -0.1741 1.2803 0.9389 0.31
H 0.9526 0.6961 1.9918 0.20
H 1.4182 -1.3473 0.5696 0.22
H 2.0114 0.1732 -0.1043 0.37
H 0.7021 -1.2611 -1.5465 0.27
C -2.2811 -1.6406 -4.8042 -1.12
C -1.8094 -2.7449 -3.8944 0.01
O -0.5282 -3.2309 -4.3635 -0.47
H -1.7278 -0.7213 -4.6415 0.24
H -3.3462 -1.5122 -4.5967 0.41
H -2.1750 -1.9561 -5.8437 0.31
H -2.5307 -3.5639 -3.8590 0.42
H -1.6060 -2.3390 -2.8967 0.04
H -0.2876 -4.0436 -3.9156 0.24
C 3.9283 -2.1057 -1.7018 -1.00
C 3.1157 -3.0291 -2.6038 -0.29
O 1.7093 -2.7665 -2.4292 -0.38
H 4.9976 -2.0901 -1.9115 0.41
H 3.7804 -2.4230 -0.6697 0.26
H 3.5743 -1.0860 -1.8622 0.20
H 3.3104 -4.0693 -2.3408 0.36
H 3.3089 -2.8429 -3.6598 0.23
H 1.3161 -3.4684 -1.9037 0.22
C 1.4363 -0.1313 -6.8767 -1.31
C 1.8059 -1.0446 -5.7352 0.05
O 0.9509 -0.7107 -4.6242 -0.42
H 0.4021 -0.1267 -7.2231 0.31
H 2.0183 -0.3880 -7.7711 0.37
H 1.6725 0.9012 -6.6160 0.29
H 2.8167 -0.7663 -5.4061 0.22
H 1.7371 -2.1095 -5.9668 0.28
H 0.9691 -1.4434 -3.9912 0.14
C -1.5355 0.4698 5.0265 -1.07
C -2.7143 0.1147 4.1320 0.29
O -3.5185 1.2365 3.7955 -0.54
H -1.1754 -0.2899 5.7164 0.48
H -1.9702 1.2087 5.7115 0.39
H -0.7682 0.9034 4.3886 0.11
H -3.2800 -0.7530 4.4933 0.31
H -2.4384 -0.3262 3.1562 -0.27
H -2.9769 2.0275 3.8920 0.30
C -4.6387 -0.9147 -0.0598 -1.41
C -3.1888 -0.5215 -0.0036 0.65
O -2.3913 -1.6745 -0.2856 -0.57
H -4.9548 -1.2102 -1.0624 0.34
H -5.2796 -0.1109 0.3055 0.37
H -4.8051 -1.7791 0.5882 0.32
H -2.9949 -0.2051 1.0294 -0.27
H -2.9792 0.2931 -0.7014 0.27
H -1.4877 -1.3403 -0.3890 0.28
C 0.5369 4.6897 0.7569 -1.00
C -0.1381 4.5282 2.1251 0.12
O -1.5130 4.8467 2.0255 -0.52
H -0.0112 4.1404 -0.0076 0.28
H 1.5584 4.3128 0.6933 0.33
H 0.5135 5.7539 0.5170 0.34
H 0.4075 4.9955 2.9515 0.32
H -0.1431 3.4763 2.4382 -0.13
H -1.6334 5.8022 2.0051 0.30
C 2.3109 0.9455 5.2043 -0.56
C 2.1484 1.8506 6.4258 -0.24
O 2.9594 1.3513 7.4898 -0.52
H 2.3137 -0.0963 5.5166 0.34
H 3.2055 1.2275 4.6545 0.36
H 1.4516 1.1358 4.5591 -0.17
H 1.0928 1.9488 6.6990 0.27
H 2.5239 2.8456 6.1486 0.23
H 2.7893 1.9178 8.2510 0.29
```

Its SMILES is CCO.CCO.CCO.CCO.CCO.CCO.CCO.CCO. The calculation puts the highest occupied orbital energy at -9.47 eV. For the LUMO energy, the calculation gives 0.34 eV.



Entry R
DFT (ωB97M-V with the def2-TZVPD basis set) results for C16H48O8 as an isolated structure.

Structure (XYZ):
```
72
Properties=species:S:1:pos:R:3:mulliken_charge:R:1
C -0.5361 0.8311 2.5991 -0.73
C -1.3735 1.5359 1.5217 0.36
O -2.5548 2.0219 2.0472 -0.82
H -0.3042 1.4533 3.4635 0.44
H 0.4036 0.5042 2.1540 -0.76
H -0.9959 -0.1206 2.8656 0.35
H -1.6622 0.8768 0.7029 -1.61
H -0.7887 2.3308 1.0589 1.03
H -2.9872 1.2600 2.4399 0.21
C 1.0077 0.3795 -0.2389 -1.95
C -0.2451 -0.4535 -0.1238 -0.84
O -1.2186 0.2932 -0.7307 -0.83
H 0.9017 1.3337 0.2772 -0.68
H 1.2612 0.5920 -1.2775 -0.29
H 1.8440 -0.1859 0.1722 0.71
H -0.4746 -0.6530 0.9230 0.57
H -0.1662 -1.4279 -0.6057 0.83
H -1.9448 -0.2684 -1.0113 0.86
C -1.9597 2.4915 -1.8008 -1.41
C -1.2545 2.6956 -0.4702 0.39
O -0.0269 1.9669 -0.4743 -0.37
H -1.4323 2.7361 -2.7229 0.32
H -2.8981 3.0402 -1.8803 0.43
H -2.2275 1.4511 -1.9853 0.44
H -1.9212 2.3286 0.3101 -0.18
H -0.9703 3.7224 -0.2397 0.48
H -0.2053 1.0245 -0.4342 1.45
C -3.0155 -0.2100 0.6759 -0.84
C -3.7048 -0.4279 2.0591 -0.99
O -2.8956 0.2187 3.0677 -0.48
H -2.9938 0.8448 0.4022 1.34
H -3.5234 -0.7221 -0.1413 0.27
H -1.9786 -0.5461 0.6767 -0.26
H -3.7666 -1.4967 2.2637 0.39
H -4.6955 0.0255 2.0908 0.43
H -3.3621 0.2532 3.9060 0.36
C 1.9548 -0.9145 -2.0427 -0.09
C 2.7292 0.1720 -2.8507 -0.53
O 2.2075 0.1294 -4.1945 -0.52
H 2.0852 -0.6736 -0.9877 1.66
H 2.3595 -1.9194 -2.1638 0.68
H 0.8854 -0.9146 -2.2538 -0.22
H 3.8094 0.0416 -2.9167 0.47
H 2.5752 1.1439 -2.3818 0.26
H 2.7560 0.7299 -4.7044 0.32
C 2.8323 1.6512 1.6552 -1.40
C 2.3490 0.2249 1.9020 1.28
O 3.1297 -0.4134 2.8849 -0.72
H 2.9093 2.2049 2.5909 0.36
H 2.1942 2.1848 0.9508 0.37
H 3.8048 1.5674 1.1702 0.42
H 2.3200 -0.3378 0.9689 -0.58
H 1.3271 0.2652 2.2790 0.67
H 2.7869 -1.3099 2.9024 0.41
C 1.3828 -2.4884 0.6834 -1.73
C 2.7981 -2.9475 1.1066 -0.74
O 3.5908 -3.2287 -0.0194 -0.53
H 1.5678 -1.5298 0.1987 -1.07
H 0.7622 -2.3190 1.5634 0.37
H 0.8670 -3.1817 0.0190 0.63
H 2.7340 -3.8516 1.7120 0.46
H 3.3095 -2.1763 1.6827 0.41
H 4.3801 -3.6222 0.3599 0.32
C -0.7078 -0.3919 -2.7327 -0.72
C -1.9625 -1.2736 -2.5100 -0.76
O -2.3126 -1.1603 -1.1856 -0.23
H -0.9485 0.5916 -2.3292 -0.03
H -0.3928 -0.2527 -3.7669 0.68
H 0.1942 -0.7633 -2.2464 0.14
H -1.7275 -2.3234 -2.6858 0.43
H -2.7613 -0.9682 -3.1859 0.47
H -3.1234 -1.6443 -1.0124 0.46
```

The calculation puts the highest occupied orbital energy at -7.95 eV. For the LUMO energy, the calculation gives -0.06 eV.



Entry S
DFT (ωB97M-V with the def2-TZVPD basis set) results for a 8-piece molecular cluster, C16H48O8 overall.

Structure (XYZ):
```
72
Properties=species:S:1:pos:R:3:mulliken_charge:R:1
C -1.8056 3.0452 -0.9985 -0.85
C -0.3064 3.1023 -0.8977 -0.01
O 0.2250 2.2653 -1.9199 -0.53
H -2.3048 2.1395 -0.6679 0.04
H -2.1387 3.3103 -2.0060 0.36
H -2.2368 3.8972 -0.4568 0.18
H 0.0203 2.7553 0.0926 0.07
H 0.0575 4.1255 -1.0402 0.52
H 1.1422 2.4499 -2.1407 0.25
C -3.5551 0.0960 -3.0651 -0.81
C -4.2173 -1.2403 -2.9079 -0.36
O -3.7620 -1.8138 -1.6967 -0.43
H -2.4790 0.0516 -2.9155 0.05
H -3.9643 0.8007 -2.3322 0.32
H -3.7633 0.5324 -4.0485 0.42
H -3.9335 -1.8864 -3.7522 0.15
H -5.2945 -1.1382 -3.0958 0.38
H -4.4198 -1.6479 -1.0131 0.29
C -1.4100 -0.4768 0.0865 -0.68
C -0.3058 -0.0266 1.0386 -0.04
O 0.9221 -0.1619 0.3203 -0.49
H -2.4342 -0.1874 0.3626 0.38
H -1.4517 -1.5461 -0.1064 0.37
H -1.3645 0.0382 -0.8780 -0.08
H -0.3939 -0.6877 1.8974 0.32
H -0.4681 1.0121 1.3294 -0.07
H 0.9048 0.4486 -0.4283 0.15
C -1.9929 3.9607 2.7617 -1.09
C -2.4981 5.2910 2.1948 -0.12
O -2.2524 6.3426 3.1260 -0.53
H -0.9018 3.9325 2.8118 0.31
H -2.3619 3.0619 2.2700 0.27
H -2.3737 3.9494 3.7852 0.44
H -3.5931 5.2713 2.1289 0.23
H -2.1511 5.5517 1.1882 0.21
H -1.4130 6.1717 3.5682 0.30
C 3.9309 -2.3059 0.1409 -0.49
C 2.6887 -3.1276 -0.1511 -0.17
O 1.6814 -2.8410 0.8568 -0.42
H 4.4045 -2.5325 1.0946 0.27
H 3.6889 -1.2435 0.2238 -0.20
H 4.6074 -2.4673 -0.7057 0.39
H 2.9275 -4.1863 -0.0473 0.30
H 2.1967 -2.8965 -1.0995 0.11
H 1.4366 -1.9218 0.6404 0.28
C -0.8980 -2.5263 -3.4358 -0.46
C -1.3869 -3.8801 -3.9225 -0.50
O -1.0384 -4.1069 -5.2837 -0.54
H 0.1928 -2.4757 -3.4678 0.37
H -1.1620 -2.5389 -2.3740 -0.01
H -1.2670 -1.7080 -4.0488 0.26
H -2.4665 -3.9916 -3.7434 0.22
H -0.9984 -4.7233 -3.3465 0.34
H -1.6117 -3.6128 -5.8734 0.30
C 4.5410 1.6561 0.5730 -0.94
C 4.0459 2.6761 -0.4443 0.06
O 5.0734 3.0378 -1.3644 -0.55
H 5.2090 2.1691 1.2701 0.43
H 4.9805 0.8400 0.0127 0.28
H 3.6785 1.4126 1.2002 0.18
H 3.6510 3.6123 -0.0345 0.29
H 3.2069 2.2294 -0.9860 -0.06
H 5.8538 3.3082 -0.8745 0.31
C 0.7225 -3.2434 5.5122 -1.08
C 1.6740 -3.1269 4.3217 0.29
O 2.0836 -4.4255 3.8954 -0.54
H 1.1570 -3.8671 6.2901 0.29
H -0.2446 -3.6437 5.2138 0.32
H 0.5847 -2.2212 5.8825 0.32
H 2.5989 -2.5854 4.5094 0.28
H 1.1695 -2.6257 3.4879 -0.16
H 1.3638 -4.9063 3.4830 0.30
```

Its SMILES is CCO.CCO.CCO.CCO.CCO.CCO.CCO.CCO. The calculation puts the highest occupied orbital energy at -9.60 eV. For the LUMO energy, the calculation gives 0.42 eV.



entry Q ends up most stable, edging out the next structure by 26.2 kJ/mol.



Entry P
DFT (ωB97M-V with the def2-TZVPD basis set) results for a 2-piece molecular cluster, C4H6NO overall.

Structure (XYZ):
```
12
Properties=species:S:1:pos:R:3:mulliken_charge:R:1
C -3.7497 -0.4675 0.4411 -0.11
C 1.1178 0.4235 0.3764 0.11
C 0.2684 -0.7312 0.4317 0.22
C 1.9374 0.6635 -0.8522 -1.05
N -2.7056 -0.7633 0.1840 -0.25
O 1.2632 -0.9357 1.0768 -0.14
H -4.8172 -0.1847 0.4527 0.30
H 1.0041 1.2871 1.1285 0.36
H -0.6029 -1.3364 0.2031 0.56
H 2.4106 1.6300 -0.8421 0.31
H 1.2239 0.5772 -1.6592 0.35
H 2.6500 -0.1625 -0.9410 0.34
```

The calculation puts the highest occupied orbital energy at -16.91 eV. For the LUMO energy, the calculation gives -5.71 eV. The charge is +1.



Entry Q
DFT (ωB97M-V with the def2-TZVPD basis set) results for a 2-piece molecular cluster, C4H6NO overall.

Structure (XYZ):
```
12
Properties=species:S:1:pos:R:3:mulliken_charge:R:1
C -0.5933 -1.2711 1.0262 -0.21
C -2.2120 0.8871 -0.1638 -0.24
C -1.2782 -0.3053 0.1422 0.49
C 3.0266 0.1977 -0.5730 -0.26
N 0.1701 -0.4152 0.4823 -0.33
O -2.0244 -0.3155 -0.9882 -0.34
H -0.7692 -2.0203 1.6817 0.41
H -3.1052 0.8091 0.4008 0.23
H -1.8839 1.8144 -0.4815 0.28
H 3.5779 -0.7560 -0.5985 0.33
H 2.6990 0.6599 0.3725 0.31
H 2.3927 0.7152 -1.3007 0.32
```

The calculation puts the highest occupied orbital energy (alpha / beta) at -14.30 / -13.42 eV. For the LUMO energy (alpha / beta), the calculation gives -7.44 / -8.85 eV. The charge is +1.



Entry R
DFT (ωB97M-V with the def2-TZVPD basis set) results for an isolated ion of composition C4H6NO and charge +1.

Structure (XYZ):
```
12
Properties=species:S:1:pos:R:3:mulliken_charge:R:1
N -1.4424 -0.6276 -0.3368 -0.21
C -0.2173 0.1704 -0.2756 1.05
O -0.6445 1.5756 -0.2637 -0.55
C 0.9841 -0.2463 -1.0280 -0.79
C 1.8617 0.2292 -0.0288 -0.01
C 0.7965 -0.1484 0.7284 -0.74
H -1.7564 -1.0444 0.5685 0.36
H -1.2515 -1.4069 -0.9881 0.41
H -2.1104 0.0951 -0.6132 0.37
H -0.0574 1.9350 0.3964 0.39
H 2.8661 0.3185 0.2122 0.47
H 0.9715 -0.8501 1.6288 0.25
```

Its SMILES is [NH3+][C@]1(O)C2=C[C@H]21. The calculation puts the highest occupied orbital energy at -13.63 eV. For the LUMO energy, the calculation gives -4.27 eV. The charge is +1.



entry P ends up most stable, edging out the next structure by 103.7 kJ/mol.